w) Below is 17 unconnected molecules or ions with the total composition H34O17, with properties calculated with ωB97M-V/def2-TZVPD.

XYZ file:
```
51
H34O17 | the OMol25 dataset | ωB97M-V/def2-TZVPD
O -1.683 -1.926 -1.335
H -1.401 -1.454 -0.572
H -1.270 -1.565 -2.085
O 2.275 -4.362 3.168
H 1.877 -5.084 2.949
H 2.064 -4.173 4.001
O 1.749 -0.409 -1.349
H 2.312 -1.221 -1.280
H 2.159 0.198 -0.809
O 1.102 1.682 0.523
H 1.415 2.228 -0.165
H 0.117 1.954 0.643
O -0.604 -2.798 4.468
H -0.184 -2.138 3.859
H -1.074 -3.400 4.002
O -2.500 0.404 -3.777
H -2.339 1.103 -4.224
H -3.378 0.535 -3.708
O 0.367 5.301 -1.035
H 0.468 4.983 -1.903
H -0.383 5.912 -0.865
O 3.251 -2.002 -3.775
H 2.644 -2.280 -4.505
H 2.561 -1.522 -3.287
O 0.029 -0.959 1.390
H 0.770 -0.706 0.782
H -0.704 -0.515 1.041
O 4.757 -1.604 -0.945
H 4.556 -2.480 -0.839
H 5.132 -1.443 -1.763
O -4.611 -1.669 1.120
H -3.942 -1.064 1.109
H -4.575 -2.442 0.571
O -2.465 1.919 -1.376
H -2.148 2.832 -1.386
H -3.444 1.785 -1.415
O 0.269 -4.760 1.577
H 0.355 -4.286 2.414
H 0.554 -4.026 1.005
O 3.269 3.007 2.954
H 2.375 2.591 3.042
H 2.865 3.893 2.806
O -2.927 0.111 0.209
H -2.683 0.344 -0.650
H -3.003 0.741 0.831
O -0.751 2.956 2.807
H -1.044 3.365 3.684
H -0.798 1.895 2.954
O -0.728 3.805 -3.614
H 0.123 3.828 -4.011
H -0.776 2.918 -3.229
```

Values from the calculation:
HOMO level   -0.38965 Ha
LUMO energy   -0.48 eV



x) Below is 17 unconnected molecules or ions with the total composition H34O17, with properties calculated with ωB97M-V/def2-TZVPD.

XYZ file:
```
51
H34O17 | the OMol25 dataset | ωB97M-V/def2-TZVPD
O -0.889 2.391 -3.241
H -1.692 2.110 -2.820
H -0.774 3.314 -3.420
O 4.946 0.014 1.235
H 4.256 0.712 1.439
H 5.798 0.368 1.457
O -1.887 -1.422 4.106
H -2.046 -1.553 5.123
H -2.547 -2.009 3.706
O 1.822 2.691 4.181
H 2.000 2.130 5.001
H 0.977 2.306 3.797
O -1.530 -3.856 -3.007
H -1.390 -2.919 -3.453
H -0.821 -4.025 -2.344
O 0.903 -0.165 -3.659
H 0.155 0.069 -4.119
H 0.856 0.092 -2.645
O -2.092 -0.395 -1.094
H -2.764 0.273 -1.190
H -2.346 -0.734 -0.211
O -3.598 2.859 -1.468
H -2.930 3.190 -0.875
H -4.306 2.418 -1.008
O -2.507 2.131 0.569
H -2.331 1.457 1.180
H -1.651 2.489 0.265
O -3.780 -1.526 1.272
H -3.272 -2.248 0.978
H -4.408 -1.411 0.513
O 2.943 1.877 -2.764
H 2.416 2.398 -2.088
H 2.227 1.299 -3.068
O 2.267 -1.493 1.882
H 1.878 -1.620 2.773
H 1.536 -1.164 1.388
O 4.732 3.314 -1.073
H 4.252 3.549 -1.835
H 4.216 2.469 -0.978
O -0.210 1.511 -0.639
H -0.637 0.665 -0.830
H -0.543 2.036 -1.365
O 0.027 -3.864 -0.282
H 0.077 -3.242 0.413
H 0.882 -4.314 -0.382
O -3.116 -3.261 -0.879
H -3.016 -3.090 -1.770
H -2.752 -4.072 -0.541
O 3.304 -0.573 4.275
H 3.793 -1.266 3.890
H 3.574 0.087 3.600
```

Values from the calculation:
HOMO level   -0.40489 Ha
LUMO energy   -0.35 eV



Which of them is least stable? Easy: w).



w) Below is a gas-phase ion, C3H9O2S (charge +1), with properties calculated with ωB97M-V/def2-TZVPD.

XYZ file:
```
15
C3H9O2S | the OMol25 dataset | ωB97M-V/def2-TZVPD
C 1.549 -0.723 1.630
C 0.281 0.322 -1.749
C -1.806 0.466 0.437
O 0.959 1.908 0.759
O 0.604 -0.856 0.548
S 0.024 0.477 -0.075
H 2.047 0.273 1.605
H 2.440 -1.446 1.532
H 1.099 -1.091 2.518
H -0.635 -0.261 -2.171
H 1.140 -0.181 -1.919
H 0.274 1.299 -2.205
H -1.916 -0.509 -0.082
H -2.471 1.255 0.095
H -1.663 0.582 1.462
```

Values from the calculation:
Net charge   +1
HOMO level   -0.55639 Ha
LUMO energy   -4.86 eV



x) Below is 2 unconnected molecules or ions with the total composition C3H9O2S, with properties calculated with ωB97M-V/def2-TZVPD.

XYZ file:
```
15
C3H9O2S | the OMol25 dataset | ωB97M-V/def2-TZVPD
C 1.870 -1.740 0.411
C -2.972 -0.095 0.048
C 0.748 1.894 -0.656
O -0.730 0.209 0.714
O 1.577 -0.495 -0.112
S 0.715 0.687 0.660
H 1.809 -2.566 -0.331
H 1.166 -2.228 1.169
H 2.862 -1.644 0.730
H -2.654 -0.085 -0.935
H -2.964 0.795 0.611
H -3.390 -0.998 0.519
H 0.882 1.241 -1.461
H 1.373 2.845 -0.453
H -0.293 2.179 -0.913
```

Values from the calculation:
Net charge   +1
HOMO level (alpha / beta)   -0.50969 / -0.50972 Ha
LUMO energy (alpha / beta)   -7.41 / -7.41 eV



Which of them is least stable? Easy: w).



w) Below is a single C13H16N2O2 molecule, with properties calculated with ωB97M-V/def2-TZVPD.

XYZ file:
```
33
C13H16N2O2 | the OMol25 dataset | ωB97M-V/def2-TZVPD
C 2.948 -1.862 1.420
C 3.438 -2.541 0.058
O 2.341 -2.820 -0.827
C 2.161 -1.783 -1.806
C 1.153 -0.714 -1.203
C -0.142 -1.246 -0.676
N -1.077 -0.444 -0.108
C -0.705 0.899 -0.064
C -1.672 1.863 0.591
O -2.876 1.488 1.180
C -3.796 0.868 0.247
C -4.043 -0.631 0.759
C -1.344 3.296 0.650
C -0.052 3.799 0.081
C 0.857 2.848 -0.530
C 0.573 1.368 -0.635
N 1.562 0.584 -1.232
H 2.764 -0.773 1.207
H 3.734 -2.018 2.210
H 1.999 -2.376 1.739
H 4.248 -1.906 -0.399
H 3.902 -3.532 0.322
H 3.127 -1.290 -2.118
H 1.675 -2.277 -2.698
H -0.373 -2.342 -0.740
H -4.791 1.397 0.344
H -3.472 0.915 -0.824
H -4.044 -1.342 -0.108
H -3.131 -0.884 1.377
H -4.928 -0.719 1.440
H -2.030 4.031 1.131
H 0.174 4.893 0.166
H 1.819 3.249 -0.955
```

Values from the calculation:
HOMO level   -0.31040 Ha
LUMO energy   -0.44 eV
SMILES string   CCOCc1cnc2c(OCC)cccc2n1



x) Below is a molecular structure, C13H16N2O2, with properties calculated with ωB97M-V/def2-TZVPD.

XYZ file:
```
33
C13H16N2O2 | the OMol25 dataset | ωB97M-V/def2-TZVPD
C 4.210 1.364 1.040
C 4.017 0.018 0.379
N 4.923 -0.719 -0.086
C 4.142 -1.931 -0.536
C 2.774 -1.895 -0.484
N 2.551 -0.570 0.300
C 1.260 -0.004 0.749
H 1.466 0.819 1.312
H 0.590 -0.638 0.767
C 0.782 0.861 -0.608
O 1.349 2.316 -0.827
H 1.221 2.784 -0.173
C -0.733 0.968 -0.468
O -1.369 -0.014 -0.225
C -2.757 -0.158 -0.219
C -3.640 0.941 0.141
C -4.898 0.642 0.244
C -5.525 -0.513 0.345
C -4.562 -1.464 0.094
C -3.336 -1.370 0.100
H -2.699 -2.275 -0.195
H -5.206 -2.468 0.368
H -6.557 -0.465 0.457
H -5.628 1.728 0.446
H -3.167 2.142 -0.280
H -1.074 1.759 -1.202
H -0.879 1.538 0.575
H 0.899 0.479 -1.546
H 1.824 -2.374 -0.439
H 4.641 -2.776 -0.855
H 3.793 2.259 0.249
H 3.679 1.454 1.816
H 5.267 1.506 1.062
```

Values from the calculation:
HOMO level   -0.30332 Ha
LUMO energy   0.61 eV



Which of them is least stable? Easy: x).



w) Below is a molecular structure, C3H10NO3, with properties calculated with ωB97M-V/def2-TZVPD.

XYZ file:
```
17
C3H10NO3 | the OMol25 dataset | ωB97M-V/def2-TZVPD
C 1.024 1.012 0.116
O -0.052 1.724 -0.461
C 1.114 -0.423 -0.376
C -0.193 -1.185 0.008
O -1.295 -1.183 -0.829
N 2.323 -0.777 0.909
H 2.005 1.535 -0.146
H 0.876 1.111 1.218
H 1.049 -0.322 -1.535
H -0.482 -0.680 0.936
H 0.022 -2.249 0.276
H -1.932 -0.427 -0.662
H 2.174 -0.873 -0.436
H 1.829 -1.534 1.230
H -3.105 1.123 0.642
H -0.957 1.650 0.063
O -2.330 0.668 0.486
```

Values from the calculation:
Net charge   -1
HOMO level   -0.15927 Ha
LUMO energy   4.19 eV



x) Below is 2 unconnected molecules or ions with the total composition C3H10NO3, with properties calculated with ωB97M-V/def2-TZVPD.

XYZ file:
```
17
C3H10NO3 | the OMol25 dataset | ωB97M-V/def2-TZVPD
C -0.615 -1.224 0.697
O -1.741 -0.592 0.994
C 0.368 -0.393 -0.284
C 0.615 -1.133 -1.556
O 1.486 -2.260 -1.409
N -0.207 0.903 -0.596
H -0.722 -2.252 0.206
H 0.087 -1.501 1.562
H 1.265 -0.251 0.334
H -0.354 -1.474 -1.914
H 1.011 -0.484 -2.347
H 1.567 -2.434 -0.467
H -0.900 0.754 -1.329
H -0.703 1.270 0.214
H 0.278 3.779 1.572
H -1.007 3.250 2.147
O -0.428 4.041 2.177
```

Values from the calculation:
Net charge   -1
HOMO level   -0.10379 Ha
LUMO energy   3.91 eV



Which of them is least stable? Easy: w).



w) Below is 2 unconnected molecules or ions with the total composition C2H6S, with properties calculated with ωB97M-V/def2-TZVPD.

XYZ file:
```
9
C2H6S | the OMol25 dataset | ωB97M-V/def2-TZVPD
C -0.803 -0.489 -0.189
S -0.478 1.125 -0.522
H -1.821 -0.777 0.135
H -0.570 -1.180 -1.018
C 1.469 -1.378 1.103
H 1.757 -2.083 0.338
H 2.259 -0.617 1.193
H 1.174 -1.828 2.045
H 0.744 -0.667 0.380
```

Values from the calculation:
HOMO level   -0.32327 Ha
LUMO energy   -1.01 eV
SMILES string   C=S.C



x) Below is 2 unconnected molecules or ions with the total composition C2H6S, with properties calculated with ωB97M-V/def2-TZVPD.

XYZ file:
```
9
C2H6S | the OMol25 dataset | ωB97M-V/def2-TZVPD
C -0.994 -0.690 0.428
C -1.478 0.124 -0.535
H -1.615 -0.636 1.402
H -0.046 -1.177 0.503
H -2.374 0.803 -0.520
H -0.968 -0.031 -1.530
S 2.455 1.146 0.067
H 3.402 0.214 -0.207
H 1.617 0.248 0.391
```

Values from the calculation:
HOMO level   -0.35788 Ha
LUMO energy   0.98 eV
SMILES string   C=C.S



Which of them is least stable? Easy: w).



w) Below is 2 unconnected molecules or ions with the total composition C4H5I, with properties calculated with ωB97M-V/def2-TZVPD.

XYZ file:
```
10
C4H5I | the OMol25 dataset | ωB97M-V/def2-TZVPD
C 0.512 -0.343 1.439
C 0.384 0.471 0.430
C 0.435 1.405 -0.463
C 0.475 2.069 -1.608
H 1.401 -0.370 2.089
H -0.283 -1.154 1.425
H 1.224 2.817 -1.722
H -0.051 1.948 -2.476
I -2.526 -4.043 0.192
H -1.569 -2.801 0.693
```

Values from the calculation:
HOMO level   -0.33914 Ha
LUMO energy   0.17 eV
SMILES string   C=C=C=C.I



x) Below is a single C4H5I molecule, with properties calculated with ωB97M-V/def2-TZVPD.

XYZ file:
```
10
C4H5I | the OMol25 dataset | ωB97M-V/def2-TZVPD
C -0.776 -1.107 -0.600
C 0.203 -1.314 0.490
C -1.127 -0.403 0.391
C 0.601 1.551 -0.123
I 2.057 0.072 0.065
H -0.839 -1.420 -1.555
H 0.378 -2.075 1.200
H -1.625 0.464 0.771
H 0.768 2.442 0.440
H 0.360 1.789 -1.080
```

Values from the calculation:
HOMO level   -0.26628 Ha
LUMO energy   0.35 eV



Which of them is least stable? Easy: x).



w) Below is 2 unconnected molecules or ions with the total composition C6H4O2, with properties calculated with ωB97M-V/def2-TZVPD.

XYZ file:
```
12
C6H4O2 | the OMol25 dataset | ωB97M-V/def2-TZVPD
C 2.136 0.607 -0.098
C 1.019 -0.357 -0.442
C -0.397 0.070 -0.646
C -1.518 0.163 -0.482
C -2.855 0.423 -0.188
C -4.063 0.375 0.552
H 3.481 -1.425 1.066
H 1.291 -0.638 -1.385
H 0.747 -1.218 0.252
H -5.134 0.332 0.989
O 3.346 -0.210 0.418
O 1.947 1.879 -0.036
```

Values from the calculation:
HOMO level   -0.34266 Ha
LUMO energy   -1.28 eV



x) Below is a single C6H4O2 molecule, with properties calculated with ωB97M-V/def2-TZVPD.

XYZ file:
```
12
C6H4O2 | the OMol25 dataset | ωB97M-V/def2-TZVPD
C -0.363 -0.502 1.875
C -0.287 -1.312 0.736
C 0.045 -0.417 -0.297
C 0.336 -0.510 -1.700
O 0.704 0.845 -1.877
C 0.239 1.666 -0.947
C 0.007 0.885 0.133
O -0.440 0.881 1.504
H -0.947 -0.430 2.973
H -0.198 -2.372 0.882
H 0.166 -1.415 -2.354
H 0.740 2.679 -0.929
```

Values from the calculation:
HOMO level   -0.29876 Ha
LUMO energy   0.53 eV
SMILES string   c1cc2cocc2o1



y) Below is a single C6H4O2 molecule, with properties calculated with ωB97M-V/def2-TZVPD.

XYZ file:
```
12
C6H4O2 | the OMol25 dataset | ωB97M-V/def2-TZVPD
C -3.745 -0.098 0.057
C -2.602 -0.385 -0.221
C -1.210 -0.769 -0.318
C -0.034 -0.909 -0.261
C 1.376 -0.922 -0.088
O 2.163 -1.844 -0.071
C 1.977 0.529 0.076
O 1.258 1.620 -0.304
H -4.690 0.182 0.438
H 2.299 0.500 1.153
H 2.895 0.508 -0.462
H 0.315 1.589 0.002
```

Values from the calculation:
HOMO level   -0.36937 Ha
LUMO energy   -0.59 eV
SMILES string   C#CC#CC(=O)CO



Which of them is least stable? Easy: w).



w) Below is 2 unconnected molecules or ions with the total composition C2H4Cl2N2, with properties calculated with ωB97M-V/def2-TZVPD.

XYZ file:
```
10
C2H4Cl2N2 | the OMol25 dataset | ωB97M-V/def2-TZVPD
C -1.338 0.733 0.199
C -0.848 -0.627 -0.010
N -0.578 1.499 0.804
N 0.397 -1.017 0.545
Cl -3.014 1.027 -0.274
Cl -2.011 -1.879 0.168
H -0.356 -0.530 -1.940
H -0.761 2.545 0.970
H 1.200 -0.439 0.416
H 0.622 -2.033 0.382
```

Values from the calculation:
HOMO level (alpha / beta)   -0.33146 / -0.30674 Ha
LUMO energy (alpha / beta)   -0.64 / -0.56 eV



x) Below is a single C2H4Cl2N2 molecule, with properties calculated with ωB97M-V/def2-TZVPD.

XYZ file:
```
10
C2H4Cl2N2 | the OMol25 dataset | ωB97M-V/def2-TZVPD
C -0.746 -0.123 -0.115
N 0.649 0.102 -0.001
N 1.389 -0.887 -0.120
C 2.906 -0.392 -0.079
Cl 3.534 -0.822 -1.635
Cl 3.516 -1.513 1.262
H -0.876 -1.163 -0.613
H -1.257 0.801 -0.371
H -1.212 -0.137 0.844
H 3.060 0.572 0.251
```

Values from the calculation:
HOMO level   -0.35602 Ha
LUMO energy   0.56 eV
SMILES string   C/N=N/C(Cl)Cl



Which of them is least stable? Easy: w).